C6H14O2 | ωB97M-V/def2-TZVPD

Structure (ORCA input):
```
! RIJCOSX wB97M-V def2-TZVPD def2/J DEFGRID3
* xyz 0 1
C 0.470 2.725 0.483
C 1.023 1.504 1.274
C -0.080 0.532 1.588
C -1.160 -0.887 -1.925
O -0.457 -1.874 -2.561
C -0.497 -0.254 -0.728
C -0.770 -0.442 0.591
H -0.104 2.306 -0.344
H -0.062 3.495 1.005
H 1.315 3.193 -0.021
H 1.566 1.808 2.216
H 1.714 0.859 0.709
H 0.224 -0.017 2.486
H -0.890 1.095 2.028
H -2.111 -1.404 -1.642
H -1.409 0.070 -2.647
H -0.084 -1.756 -3.351
H 0.307 0.397 -0.969
H -1.563 -1.140 0.860
H 1.621 -3.686 0.526
H 0.285 -2.998 -0.158
O 0.661 -3.526 0.581
*
```

The total energy is -387.4068 a.u. As for the energy above the lowest of the compared OMol25 structures with the same formula, charge and spin: 264.3 kJ/mol. As for the maximum force: 5.3 eV/Å. As for the frontier orbital gap: 10.149 eV.